[1]
The molecule C6H10O3 in a non-equilibrium geometry, computed with ωB97M-V/def2-TZVPD.

Output
Max |F| (eV/A): 3.90
E_HOMO (eV): -9.6
Energy above the lowest of the compared OMol25 structures with the same formula, charge and spin (eV): 5.011
Frontier orbital gap (eV): 10.51

Each line ends with the Löwdin charge.
Element x y z (Å)
1 H 1.672517 2.223878 0.027087  0.1093
2 O -0.310845 -0.733049 1.030378  -0.0860
3 H -0.319835 1.813098 1.141198  0.1312
4 C 1.062150 1.373248 -0.357281  -0.1232
5 C 1.640644 -0.052590 0.031317  -0.2320
6 H -2.696634 -1.184888 0.327022  0.0667
7 C -0.443341 1.562971 0.062182  -0.0739
8 C -2.435218 -0.186089 0.019724  0.0126
9 H -1.049666 2.358898 -0.445429  0.1406
10 O 1.082922 -0.442129 1.359813  -0.0633
11 H -2.843794 0.059505 -0.949130  0.0750
12 C -0.909003 0.117077 0.021979  -0.4877
13 C 0.943419 -1.084609 -0.902669  -0.1286
14 H 2.766979 -0.225230 0.101277  0.1681
15 H 0.683106 -2.087348 -0.280382  0.1702
16 H 1.214559 1.449067 -1.521227  0.1452
17 H 1.567113 -1.256408 -1.921371  0.1634
18 H -3.046788 0.429360 0.905029  0.1465
19 O -0.409510 -0.569819 -1.219638  -0.1340

Cartesian forces, eV/Å:
H -0.3 -0.8 0.0
O -0.9 0.9 1.5
H -0.7 0.0 -0.6
C 1.6 1.0 -2.3
C -1.2 -0.7 0.5
H 0.5 -0.6 -0.4
C 1.9 -0.9 1.2
C -0.7 2.2 3.2
H 0.7 -1.1 0.2
O -0.3 1.1 -1.5
H -0.1 0.1 -0.2
C -0.6 -2.4 -1.3
C -0.4 -1.5 -0.9
H -1.6 0.7 -0.1
H 1.5 2.1 -1.8
H -0.5 -0.2 2.1
H -1.8 0.3 2.4
H 1.8 -1.0 -2.4
O 1.0 0.9 0.6

=====

[2]
A structure of composition C3H4CrLiO4 in a non-equilibrium geometry, computed with ωB97M-V/def2-TZVPD.

Output
Max |F| (eV/A): 8.04
Net charge: +3
<S²>: 6.01
E_HOMO (spin up / spin down) (eV): -23.8 / -24.6
Energy above the lowest of the compared OMol25 structures with the same formula, charge and spin (eV): 6.693
Frontier orbital gap (spin up / spin down) (eV): 7.24 / 7.98
2S+1: 5

Each line ends with the Löwdin spin population.
Element x y z (Å)
1 O 1.875462 -0.398768 -0.909113  0.0090
2 C 1.462135 0.514686 -0.151327  0.0310
3 O -2.106362 0.996427 -0.273409  -0.0025
4 H -1.048502 -1.867550 1.131368  0.0001
5 O 2.264303 1.350502 0.339924  0.0034
6 C -0.658874 -0.981297 0.619909  0.0098
7 C -1.401438 -0.122785 -0.365112  0.0020
8 H -1.403459 -0.550129 -1.387083  0.0004
9 H -2.053832 -0.694528 0.809116  0.0004
10 Li -0.797992 2.318324 0.621394  0.0004
11 O 0.186438 0.576172 0.245746  -0.0019
12 H 0.069187 -1.621875 0.108601  0.0000
13 Cr 3.612939 0.480819 -0.790010  3.9479

Cartesian forces, eV/Å:
O -0.8 -0.1 -0.2
C 1.7 -0.8 0.9
O 2.5 -5.2 1.4
H -0.1 0.0 3.4
O -0.8 0.3 -0.5
C -0.1 0.8 -1.8
C -5.0 4.4 -4.4
H 0.2 -0.2 0.2
H 1.1 0.3 -0.4
Li -0.6 0.8 0.3
O 0.0 -0.4 2.8
H -0.1 0.0 -1.2
Cr 1.9 0.1 -0.5

=====

no.,total energy (eV)
1,-12521.7615
2,-39950.7849